Record 1
67
Properties=species:S:1:pos:R:3:forces:R:3:mulliken_charge:R:1 method="wB97M-V/def2-TZVPD" multiplicity=1 molar_mass_g_mol=582.7 de_lowest_kcal_mol=24.8 e_homo_ev="-20.09 / -20.09" total_charge=+4 gap_ev="5.55 / 5.57" lumo_energy_ev="-14.540 / -14.525"
Ce -1.211386 0.601109 0.845045 2.1 -1.1 -0.2 0.261
P 1.898554 -1.066294 0.630845 1.6 -0.5 -0.3 0.888
P 0.889870 2.662954 1.074135 1.5 0.9 0.1 1.189
P -1.386595 -2.549984 -0.674801 -0.4 -1.2 -0.3 0.991
H -3.759985 1.713289 -0.863143 0.2 -0.5 0.1 0.610
C -3.533229 0.653264 -0.656788 -1.2 0.1 -0.9 -0.929
C -3.445646 0.220809 0.769532 0.6 -1.5 -1.7 -0.483
H -3.954191 0.834781 1.478227 -0.3 0.9 0.5 0.728
C 2.758491 -1.042768 -1.010221 -0.4 0.2 -0.3 -1.271
C 3.401886 -0.530912 1.599417 -0.7 0.3 0.3 -1.497
C 2.125927 -2.877407 0.959173 -0.9 -0.1 0.3 -1.322
C 0.119957 4.196135 1.633903 -1.0 0.6 0.3 -1.197
C 2.235342 2.501669 2.304964 0.0 -0.9 0.3 -1.344
C 1.891338 3.285934 -0.330859 -0.2 -0.2 -0.8 -1.241
C -3.117840 -2.861733 -1.201402 0.0 -0.2 0.0 -1.225
C -1.181012 -3.803118 0.636052 0.2 0.0 0.7 -0.964
C -0.423123 -3.322040 -2.045730 0.3 0.5 -0.1 -1.414
H -4.148319 0.000585 -1.279900 0.0 0.3 0.2 0.656
H -3.694777 -0.858147 0.916888 0.2 0.8 -0.1 0.273
H 3.619795 -1.746397 -0.977625 -0.6 0.5 0.0 0.407
H 3.132790 -0.019607 -1.205099 -0.2 -0.5 -0.1 0.424
H 2.055061 -1.347380 -1.810524 0.5 0.2 0.3 0.290
H 4.127079 -1.352258 1.604217 -0.2 0.2 -0.1 0.549
H 3.118895 -0.293154 2.630958 0.4 0.1 -0.2 0.371
H 3.854064 0.342144 1.119094 -0.1 -0.2 0.2 0.352
H 3.202965 -3.082275 1.008512 -0.4 0.0 -0.1 0.606
H 1.674748 -3.471617 0.146956 0.2 0.1 0.5 0.261
H 1.668018 -3.133616 1.935366 0.3 -0.1 -0.7 0.221
H 0.683314 4.581135 2.503105 -0.4 -0.1 -0.4 0.427
H -0.929650 4.040804 1.934184 0.3 0.4 0.0 0.366
H 0.155819 4.943357 0.824725 -0.2 -0.3 0.4 0.424
H 3.175629 2.239586 1.805534 -0.4 0.0 0.2 0.338
H 1.987473 1.738864 3.050059 0.2 0.3 0.0 0.262
H 2.358462 3.463972 2.798174 0.0 0.0 0.0 0.532
H 1.796004 4.383665 -0.363992 0.1 -0.5 0.0 0.457
H 1.541218 2.873152 -1.286373 0.2 0.2 0.1 0.185
H 2.945821 3.030546 -0.178402 -0.3 0.0 -0.1 0.482
H -3.120682 -3.658993 -1.956887 -0.2 0.1 0.3 0.424
H -3.570846 -1.981206 -1.640716 -0.2 0.0 -0.2 0.342
H -3.719354 -3.144798 -0.329222 0.1 -0.1 -0.3 0.430
H -0.926178 -4.765937 0.169727 -0.2 0.3 0.1 0.457
H -2.107211 -3.905819 1.211209 0.1 0.0 -0.2 0.485
H -0.385892 -3.522752 1.331724 -0.1 -0.2 -0.2 0.019
H -0.991894 -4.138788 -2.495710 0.0 0.0 0.1 0.449
H 0.532633 -3.713026 -1.684898 -0.1 0.1 0.0 0.381
H -0.192595 -2.590177 -2.822515 0.0 -0.1 -0.1 0.438
C -1.190894 1.824555 -2.865565 1.2 1.7 -0.5 1.205
C -0.303918 1.606432 -3.930583 -1.2 -0.7 0.8 -0.798
C 0.292936 2.681581 -4.544988 -0.1 0.7 0.2 -0.716
C 0.016458 3.970202 -4.074631 0.1 0.6 0.3 -0.561
C -0.875271 4.204374 -3.008638 0.1 -0.1 -0.3 -0.736
C -1.491554 3.126229 -2.386836 -0.5 -1.4 0.6 -0.331
S -1.909316 0.386901 -2.109862 -1.8 -0.8 1.9 0.025
H -1.563033 -1.075690 -1.878041 0.8 1.7 0.3 -0.053
H -0.219613 0.589657 -4.276439 0.5 -0.1 -0.3 0.503
H 0.934660 2.499520 -5.397178 0.1 0.2 0.0 0.489
H 0.501042 4.842575 -4.525136 -0.2 -0.4 0.0 0.443
H -1.128652 5.220956 -2.681177 0.2 -0.5 -0.3 0.490
H -2.263380 3.239743 -1.596604 0.6 0.3 -0.6 0.261
N -1.165502 -2.804097 3.739367 0.1 1.9 0.2 -0.304
C -0.399428 -1.686959 3.764865 0.2 -2.1 -0.3 0.558
N 0.898311 -1.870222 3.970009 0.4 -0.5 0.9 -0.301
S -1.081934 -0.113653 3.438276 0.1 -0.1 -0.2 -0.234
H -0.860283 -3.651771 4.197176 0.1 -0.2 0.0 0.254
H -2.162124 -2.672418 3.641299 0.0 -0.1 0.2 0.252
H 1.527122 -1.087855 4.045361 -0.1 0.2 0.1 0.159
H 1.293620 -2.757616 4.372409 -0.8 1.1 -0.6 0.309



Record 2
88
Properties=species:S:1:pos:R:3:forces:R:3:mulliken_charge:R:1 method="wB97M-V/def2-TZVPD" multiplicity=2 molar_mass_g_mol=752.9 de_lowest_kcal_mol=3.6 e_homo_ev="-16.75 / -16.75" total_charge=+3 gap_ev="6.25 / 6.07" lumo_energy_ev="-10.500 / -10.682"
Re 0.383459 -1.525023 0.708974 -0.1 0.1 0.1 1.828
N 3.207372 0.101318 3.826199 0.0 0.1 0.0 -0.291
C 2.018780 -0.311444 3.448828 0.0 0.0 0.0 0.815
S 1.986907 -1.673298 2.282241 0.0 -0.1 -0.1 -0.533
N 0.914503 0.141656 3.994268 0.0 -0.1 0.0 0.466
C 0.929351 1.024626 5.152671 0.0 0.0 0.0 -0.828
C 0.909400 2.399249 4.973309 0.0 0.0 0.0 0.523
C 0.929750 3.216840 6.094281 0.0 0.0 0.0 -0.863
C 0.965202 2.656576 7.364280 0.0 0.0 0.0 -0.490
C 0.981253 1.277170 7.525573 0.0 0.0 0.0 -0.678
C 0.966124 0.447473 6.414441 0.0 0.0 0.0 -0.104
H 4.047698 -0.257030 3.398188 0.0 0.0 0.0 0.250
H 3.298173 0.741864 4.608768 0.0 0.0 0.0 0.228
H 0.046268 -0.311855 3.741140 0.0 0.0 0.0 -0.008
H 0.859264 2.829265 3.981504 0.0 0.0 0.0 0.303
H 0.908878 4.291308 5.975258 0.0 0.0 0.0 0.437
H 0.975315 3.298851 8.234215 0.0 0.0 0.0 0.440
H 1.001737 0.845333 8.516586 0.0 0.0 0.0 0.419
H 0.970803 -0.629712 6.527832 0.0 0.0 0.0 0.478
C 0.625842 -5.550455 -0.836197 0.0 0.0 0.0 -0.958
S 1.012615 -4.651846 0.647785 -0.1 0.0 0.0 0.470
C 0.296991 -5.707502 1.885070 0.0 0.0 0.0 -0.993
O -0.040455 -3.451274 0.578972 0.1 0.0 0.0 -0.397
H -0.443899 -5.751354 -0.865778 0.0 0.0 0.0 0.375
H 1.199209 -6.478859 -0.807024 0.0 0.0 0.0 0.476
H 0.949360 -4.950811 -1.684497 0.0 0.0 0.0 0.292
H 0.875581 -6.633470 1.883177 0.0 0.0 0.0 0.479
H -0.747831 -5.895651 1.642647 0.0 0.0 0.0 0.362
H 0.403531 -5.213728 2.848890 0.0 0.0 0.0 0.324
B -3.394594 -0.867059 3.255102 0.0 0.0 -0.1 0.408
C -2.169155 -1.110182 2.416645 0.0 0.1 0.0 0.204
N -1.189393 -1.255046 1.771073 0.0 0.0 0.0 -1.103
H -3.451699 0.331250 3.395101 0.0 0.0 0.0 -0.031
H -4.301363 -1.316066 2.588429 0.0 0.0 0.0 -0.001
H -3.220805 -1.506219 4.265894 0.0 0.0 0.0 -0.010
O 0.639565 -1.168085 -1.114788 0.1 -0.1 0.0 -0.833
P 0.078288 0.067502 -2.027738 -0.1 0.0 0.0 -0.914
C -1.715236 -0.035826 -1.791559 0.0 0.0 0.0 0.264
C -2.206719 -1.488393 -2.100853 0.0 0.0 0.0 -0.908
C -3.037753 -1.543357 -3.381305 0.0 0.0 0.0 -0.858
C -4.299713 -0.682523 -3.257809 0.0 0.0 0.0 -0.714
C -4.034355 0.595149 -2.446114 0.0 0.0 0.0 -1.017
C -2.567353 1.013758 -2.541353 0.0 0.0 0.0 -0.291
C 0.564553 -0.283485 -3.725256 0.0 0.0 0.0 0.735
C 0.494573 0.970700 -4.636962 0.0 0.0 0.0 -0.905
C 1.735384 1.860877 -4.572826 0.0 0.0 0.0 -0.344
C 3.024335 1.065066 -4.752343 0.0 0.0 0.0 -1.027
C 3.121308 -0.080712 -3.749316 0.0 0.0 0.0 -0.392
C 1.916673 -1.009868 -3.863649 0.0 0.0 0.0 -1.105
C 0.861629 1.487867 -1.208498 0.0 0.0 0.0 0.649
C 1.177619 1.138321 0.260416 0.0 0.0 0.0 -1.112
C 1.306839 2.405130 1.101024 0.0 0.0 0.0 -1.663
C -0.011152 3.186805 1.165494 0.0 0.0 0.0 -1.046
C -0.832286 3.030026 -0.125195 0.0 0.0 0.0 -0.973
C 0.078844 2.817924 -1.332434 0.0 0.0 0.0 -1.287
H -1.837410 0.155084 -0.715705 0.0 0.0 0.0 0.434
H -2.826440 -1.814585 -1.261310 0.0 0.0 0.0 0.508
H -1.375513 -2.197299 -2.158613 0.0 0.0 0.0 0.479
H -3.301210 -2.578346 -3.597894 0.0 0.0 0.0 0.533
H -2.432750 -1.205036 -4.227792 0.0 0.0 0.0 0.245
H -5.096833 -1.257027 -2.785519 0.0 0.0 0.0 0.342
H -4.655350 -0.426053 -4.255534 0.0 0.0 0.0 0.367
H -4.286631 0.444533 -1.391806 0.0 0.0 0.0 0.352
H -4.668152 1.408853 -2.794842 0.0 0.0 0.0 0.483
H -2.425790 2.000521 -2.104242 0.0 0.0 0.0 0.404
H -2.276598 1.075891 -3.591732 0.0 0.0 0.0 0.139
H -0.232541 -0.972506 -4.030899 0.0 0.0 0.0 0.350
H -0.408398 1.554912 -4.448699 0.0 0.0 0.0 0.151
H 0.390047 0.582630 -5.653121 0.0 0.0 0.0 0.589
H 1.768366 2.416843 -3.630336 0.0 0.0 0.0 -0.057
H 1.649231 2.618355 -5.352214 0.0 0.0 0.0 0.534
H 3.887185 1.724387 -4.661743 0.0 0.0 0.0 0.448
H 3.055585 0.651756 -5.764523 0.0 0.0 0.0 0.364
H 3.209675 0.314645 -2.728438 0.0 0.0 0.0 0.129
H 4.029569 -0.658420 -3.922455 0.0 0.0 0.0 0.480
H 1.983437 -1.841131 -3.159524 0.0 0.0 0.0 0.256
H 1.911290 -1.453454 -4.862876 0.0 0.0 0.0 0.617
H 1.822238 1.590142 -1.715880 0.0 0.0 0.0 0.961
H 2.093742 0.551850 0.312853 0.0 0.0 0.0 0.960
H 0.301329 0.569391 0.727549 0.0 0.0 0.0 0.119
H 2.091719 3.005753 0.633644 0.0 0.0 0.0 0.463
H 1.675100 2.160345 2.097425 0.0 0.0 0.0 0.762
H 0.214811 4.238921 1.338114 0.0 0.0 0.0 0.512
H -0.607514 2.852532 2.018209 0.0 0.0 0.0 0.400
H -1.457824 3.907827 -0.280334 0.0 0.0 0.0 0.682
H -1.523902 2.187273 -0.026197 0.0 0.0 0.0 0.115
H 0.805440 3.630731 -1.388031 0.0 0.0 0.0 0.701
H -0.475121 2.858908 -2.270315 0.0 0.0 0.0 0.632



Record 3
14
Properties=species:S:1:pos:R:3:forces:R:3:nbo_charge:R:1 method="wB97M-V/def2-TZVPD" multiplicity=1 molar_mass_g_mol=88.1 de_lowest_kcal_mol=130.6 e_homo_ev=-7.84 total_charge=0 gap_ev=8.05 lumo_energy_ev=0.211
H -2.348892 1.542894 1.024356 0.2 -0.8 0.7 0.369
N -1.334444 1.403380 1.032251 1.0 -0.2 -1.3 -0.625
C -0.945866 0.509991 0.240234 -0.4 3.3 -1.7 0.533
C -1.748196 -0.504779 -0.504888 0.2 -0.2 -0.3 -0.719
O 0.621517 0.741660 -0.437877 -7.0 -0.3 2.5 -0.481
C 0.946874 -0.283709 0.347889 9.0 -0.1 -2.2 0.104
N 2.664464 -0.051616 -0.155366 -1.0 -1.7 1.6 -0.999
H -1.455340 -1.519781 -0.233156 0.0 0.0 -0.1 0.241
H -1.585493 -0.368945 -1.575615 0.0 -0.1 0.1 0.252
H -2.813242 -0.392250 -0.283907 0.2 0.1 0.1 0.232
H 1.048273 -0.188302 1.429808 -0.4 0.2 0.0 0.192
H 0.785872 -1.295928 -0.037119 -0.4 0.1 0.3 0.175
H 3.213144 0.704516 0.257258 -0.7 -0.4 -0.1 0.364
H 2.951327 -0.297132 -1.103866 -0.6 0.1 0.6 0.362



Record 4
12
Properties=species:S:1:pos:R:3:forces:R:3:nbo_charge:R:1 method="wB97M-V/def2-TZVPD" multiplicity=1 molar_mass_g_mol=102.2 de_lowest_kcal_mol=111.3 e_homo_ev=-8.10 total_charge=0 gap_ev=8.46 smiles="S=CNN1CC1" lumo_energy_ev=0.365
S -2.914484 -0.601671 -0.310555 1.2 0.3 -0.5 -0.168
C -1.474964 -0.860489 -1.118365 -1.5 -0.3 0.9 -0.082
N -0.278567 -0.281302 -0.933034 1.4 -2.3 -2.1 -0.465
N -0.106151 0.886648 -0.102188 0.0 -2.7 1.0 -0.186
C 1.257886 0.813326 0.247968 0.7 4.4 3.9 -0.263
C 0.336860 0.375829 1.457956 0.8 -0.6 -1.9 -0.305
H -1.529326 -1.696988 -1.831104 0.8 0.5 0.1 0.205
H 0.611346 -0.909631 -1.455079 -3.1 3.0 2.3 0.397
H 1.936343 0.243396 -0.294668 0.7 -1.9 -0.6 0.196
H 1.807073 1.833036 0.333873 -1.3 -1.4 0.1 0.204
H 0.018527 0.961186 2.433461 0.8 -0.8 -2.8 0.252
H 0.335456 -0.763341 1.571734 -0.4 1.9 -0.3 0.215